Entry P
DFT (wB97M-V/def2-TZVPD) results for a single C19H27N3O2 molecule.

The gap between HOMO and LUMO comes out at 8.8 eV. Its SMILES is CCCCN(CC)Cc1ccc(CNC(=O)Nc2ccccc2)o1. The total charge is 0. Its spin multiplicity is 1.

CARTESIAN COORDINATES (ANGSTROEM)
C: -1.350 3.819 0.564
C: -1.201 4.379 -0.846
C: -0.170 3.614 -1.679
C: 1.269 4.018 -1.320
N: 2.342 3.185 -1.835
C: 2.276 2.882 -3.252
C: 2.398 4.143 -4.101
C: 2.676 2.046 -0.998
C: 1.599 1.017 -0.828
C: 1.109 0.053 -1.662
C: 0.037 -0.565 -0.974
C: -0.055 0.064 0.233
C: -0.950 -0.171 1.405
N: -0.595 -1.379 2.128
C: -1.285 -2.544 1.902
O: -2.320 -2.572 1.274
N: -0.694 -3.629 2.505
C: -1.149 -4.949 2.564
C: -2.312 -5.379 1.932
C: -2.697 -6.704 2.031
C: -1.940 -7.612 2.751
C: -0.782 -7.185 3.380
C: -0.388 -5.865 3.289
O: 0.899 1.020 0.329
H: -1.692 2.786 0.523
H: -2.076 4.399 1.128
H: -0.404 3.844 1.099
H: -0.914 5.432 -0.797
H: -2.171 4.324 -1.346
H: -0.312 2.544 -1.524
H: -0.346 3.820 -2.737
H: 1.378 4.034 -0.234
H: 1.444 5.038 -1.679
H: 3.125 2.230 -3.477
H: 1.358 2.337 -3.528
H: 2.527 3.870 -5.146
H: 3.260 4.721 -3.780
H: 1.511 4.765 -4.019
H: 3.564 1.572 -1.428
H: 2.935 2.429 -0.007
H: 1.466 -0.188 -2.642
H: -0.587 -1.362 -1.322
H: -1.982 -0.314 1.073
H: -0.890 0.683 2.085
H: 0.349 -1.423 2.478
H: 0.156 -3.461 3.025
H: -2.902 -4.674 1.372
H: -3.601 -7.028 1.537
H: -2.248 -8.644 2.823
H: -0.182 -7.883 3.946
H: 0.517 -5.536 3.783

---

Entry Q
DFT (wB97M-V/def2-TZVPD) results for a single C19H27N3O2 molecule.

The gap between HOMO and LUMO comes out at 9.0 eV. Its SMILES is Cc1ccc(C2=NN(CCC(=O)NCCC(C)C)C(=O)CC2)cc1. The total charge is 0. Its spin multiplicity is 1.

CARTESIAN COORDINATES (ANGSTROEM)
C: 0.304 -5.468 -0.254
C: 0.903 -4.099 -0.153
C: 0.107 -2.965 -0.281
C: 0.659 -1.704 -0.211
C: 2.029 -1.533 -0.018
C: 2.573 -0.177 0.039
N: 1.836 0.732 0.550
N: 2.277 2.016 0.595
C: 1.242 3.001 0.821
C: 0.644 3.473 -0.512
C: -0.033 2.309 -1.223
O: 0.512 1.638 -2.074
N: -1.297 2.087 -0.800
C: -2.123 1.006 -1.286
C: -2.715 0.180 -0.143
C: -3.816 0.893 0.654
C: -5.093 1.056 -0.166
C: -4.114 0.105 1.929
C: 3.572 2.411 0.445
O: 3.897 3.579 0.512
C: 4.551 1.266 0.276
C: 3.919 0.149 -0.546
C: 2.828 -2.667 0.110
C: 2.267 -3.929 0.046
H: -0.695 -5.487 0.177
H: 0.923 -6.203 0.256
H: 0.223 -5.762 -1.301
H: -0.957 -3.078 -0.439
H: 0.051 -0.823 -0.327
H: 1.696 3.848 1.340
H: 0.478 2.536 1.448
H: -0.067 4.279 -0.329
H: 1.452 3.846 -1.143
H: -1.694 2.685 -0.094
H: -1.473 0.384 -1.908
H: -2.920 1.407 -1.922
H: -3.126 -0.741 -0.560
H: -1.907 -0.093 0.539
H: -3.461 1.889 0.946
H: -4.923 1.662 -1.052
H: -5.465 0.083 -0.481
H: -5.864 1.540 0.429
H: -4.461 -0.895 1.680
H: -4.886 0.600 2.513
H: -3.222 0.015 2.545
H: 4.805 0.901 1.278
H: 5.462 1.649 -0.184
H: 3.745 0.493 -1.572
H: 4.570 -0.723 -0.593
H: 3.889 -2.573 0.289
H: 2.901 -4.798 0.155

---

The energy of each structure relative to the most stable one, in eV, is as follows: entry P 0.683; entry Q 0.000.

---

Entry P
DFT (wB97M-V/def2-TZVPD) results for a 2-piece molecular cluster, C3H8 overall.

The gap between HOMO and LUMO comes out at 10.9 eV. Its SMILES is [H][H].C=CC. The total charge is 0. Its spin multiplicity is 1.

CARTESIAN COORDINATES (ANGSTROEM)
H: -0.733 -1.911 -0.195
H: -0.138 -1.779 -0.618
C: 1.272 0.114 -0.567
C: 0.045 0.604 -0.428
C: -0.772 0.475 0.816
H: 1.717 -0.510 0.211
H: 1.869 0.295 -1.454
H: -0.399 1.225 -1.204
H: -1.855 0.447 0.653
H: -0.486 -0.364 1.460
H: -0.521 1.404 1.327

---

Entry Q
DFT (wB97M-V/def2-TZVPD) results for a 2-piece molecular cluster, C3H8 overall.

The gap between HOMO and LUMO comes out at 11.3 eV. Its SMILES is C=C.C. The total charge is 0. Its spin multiplicity is 1.

CARTESIAN COORDINATES (ANGSTROEM)
C: 1.636 -0.809 -0.153
C: 2.019 0.421 0.182
H: 1.337 -1.496 0.627
H: 1.723 -1.082 -1.192
H: 1.771 0.880 1.130
H: 2.497 1.008 -0.593
C: -2.189 0.221 -0.015
H: -2.964 0.854 0.415
H: -2.470 -0.815 0.164
H: -2.107 0.433 -1.075
H: -1.253 0.386 0.511

---

The energy of each structure relative to the most stable one, in eV, is as follows: entry P 0.732; entry Q 0.000.

---

Entry P
DFT (wB97M-V/def2-TZVPD) results for a 2-piece molecular cluster, H2 overall.

The gap between HOMO and LUMO comes out at 14.6 eV. The total charge is 0. Its spin multiplicity is 1.

CARTESIAN COORDINATES (ANGSTROEM)
H: 0.457 0.035 0.246
H: -0.457 -0.035 -0.246

---

Entry Q
DFT (wB97M-V/def2-TZVPD) results for a 2-piece molecular cluster, H2 overall.

The gap between HOMO and LUMO comes out at 11.6 eV. The total charge is 0. Its spin multiplicity is 1.

CARTESIAN COORDINATES (ANGSTROEM)
H: 0.688 -0.109 0.089
H: -0.688 0.109 -0.089

---

The energy of each structure relative to the most stable one, in eV, is as follows: entry P 0.000; entry Q 1.783.